{"formula": "C17H19N5O3S", "method": "ωB97M-V with the def2-TZVPD basis set", "symbols": ["C", "C", "C", "C", "C", "O", "C", "C", "N", "N", "C", "S", "C", "C", "O", "N", "C", "C", "C", "C", "O", "N", "N", "C", "C", "C", "H", "H", "H", "H", "H", "H", "H", "H", "H", "H", "H", "H", "H", "H", "H", "H", "H", "H", "H"], "xyz": [[2.624, -1.051, 3.660], [1.522, -0.082, 3.361], [0.429, 0.044, 4.212], [-0.605, 0.907, 3.920], [-0.575, 1.676, 2.761], [-1.649, 2.513, 2.573], [-1.798, 3.139, 1.331], [-1.841, 2.165, 0.200], [-2.186, 0.916, 0.285], [-2.034, 0.351, -0.921], [-1.593, 1.273, -1.739], [-1.203, 1.046, -3.416], [-1.405, -0.762, -3.520], [-0.174, -1.467, -2.962], [0.733, -1.831, -3.674], [-0.220, -1.625, -1.614], [0.783, -2.175, -0.846], [2.043, -2.693, -1.249], [2.612, -3.091, -0.075], [3.920, -3.714, 0.239], [1.765, -2.835, 0.938], [0.634, -2.266, 0.455], [-1.452, 2.462, -1.085], [-1.011, 3.716, -1.624], [0.516, 1.569, 1.910], [1.545, 0.694, 2.213], [2.721, -1.210, 4.732], [2.401, -2.008, 3.190], [3.574, -0.692, 3.268], [0.386, -0.550, 5.113], [-1.457, 1.001, 4.575], [-0.995, 3.872, 1.152], [-2.749, 3.680, 1.398], [-2.316, -1.020, -2.984], [-1.492, -0.977, -4.584], [-1.007, -1.229, -1.092], [2.428, -2.747, -2.243], [4.475, -3.089, 0.937], [4.496, -3.839, -0.673], [3.770, -4.686, 0.707], [-0.113, 4.058, -1.106], [-0.782, 3.581, -2.681], [-1.792, 4.470, -1.518], [0.586, 2.156, 1.006], [2.383, 0.617, 1.534]], "atomic_forces_ev_per_a": [[-0.08, -0.10, -0.05], [0.08, 0.06, -0.02], [0.03, 0.06, -0.11], [-0.17, 0.21, -0.19], [0.23, -0.18, 0.24], [0.00, -0.12, 0.07], [-0.03, 0.26, 0.02], [-0.10, -0.12, -0.21], [-0.25, 0.53, 1.19], [0.03, -0.08, -0.93], [-0.08, 0.01, 0.10], [0.07, -0.01, -0.40], [0.11, 0.27, 0.11], [-0.39, 0.07, 0.03], [0.22, -0.07, -0.23], [-0.24, -0.10, 0.44], [0.76, -0.41, 0.50], [0.19, -0.14, 0.51], [-0.31, 0.24, -0.68], [-0.21, 0.05, 0.20], [0.87, -0.40, 0.00], [-1.17, 0.55, -0.48], [-0.23, -0.87, 0.21], [0.14, 0.43, -0.06], [-0.19, 0.26, -0.07], [0.00, -0.05, 0.16], [0.07, -0.02, 0.08], [0.09, -0.08, 0.02], [0.10, -0.02, 0.01], [-0.01, -0.06, 0.11], [-0.12, 0.00, 0.09], [-0.11, -0.07, 0.03], [0.21, 0.00, -0.03], [-0.02, -0.07, -0.08], [0.03, -0.03, 0.12], [0.06, 0.00, -0.28], [0.14, -0.04, -0.16], [0.09, 0.01, 0.02], [0.04, -0.01, -0.03], [0.05, -0.07, 0.01], [-0.03, 0.00, -0.09], [0.01, 0.10, 0.07], [0.07, -0.01, -0.08], [-0.02, 0.05, -0.08], [0.08, -0.02, -0.07]], "lowdin_charge": [-0.051, -0.286, -0.036, 0.003, -0.269, -0.032, -0.130, -0.298, 0.113, 0.001, -0.616, 1.002, -0.345, -0.536, 0.070, 0.152, -0.292, 0.060, -0.313, -0.001, -0.022, 0.120, -0.054, -0.020, -0.021, -0.045, 0.075, 0.065, 0.077, 0.112, 0.118, 0.128, 0.143, 0.082, 0.086, 0.108, 0.104, 0.085, 0.086, 0.089, 0.099, 0.067, 0.105, 0.103, 0.114], "gap_ev": 8.513, "homo_energy_ev": -8.149, "fmax_ev_per_a": 1.381, "lumo_energy_ev": 0.4, "e_above_lowest_kcal_mol": 55.9}